{"formula": "C4H9NO2", "method": "ωB97M-V/def2-TZVPD", "gap_ev": 10.675, "e_tot_ha": -363.03441, "multiplicity": 1, "total_charge": 0, "e_homo_ev": -9.80, "lumo_energy_ev": 0.87, "e_above_lowest_kcal_mol": 32.1, "smiles": "C[C@@H](CO)NC=O", "species": ["C", "C", "C", "O", "N", "C", "O", "H", "H", "H", "H", "H", "H", "H", "H", "H"], "coordinates": [[0.445, 0.555, -1.716], [0.413, 0.107, -0.258], [0.345, 1.309, 0.691], [0.361, 0.916, 2.041], [-0.685, -0.837, 0.017], [-0.661, -2.014, 0.672], [-1.729, -2.605, 0.751], [0.569, -0.301, -2.383], [1.279, 1.247, -1.891], [-0.484, 1.073, -1.979], [1.348, -0.428, -0.025], [1.217, 1.960, 0.549], [-0.553, 1.898, 0.444], [-0.445, 0.405, 2.191], [-1.702, -0.896, -0.202], [0.281, -2.387, 1.097]]}